Run one
2 unconnected molecules or ions with the total composition C3H11N2O, computed with ωB97M-V with the def2-TZVPD basis set.

Computed properties:
expectation value of S² = 0.75
2S+1 = 2

Geometry (Å):
N 0.43 -0.26 1.36
C 0.75 1.17 1.16
C -1.10 -0.54 -1.75
H 0.02 -0.39 2.31
H -1.80 -0.11 -2.45
N -1.62 -0.91 -0.45
O 1.89 1.41 1.94
C 0.19 -0.63 -2.11
H 1.32 -0.80 1.32
H 0.95 -1.09 -1.49
H -0.17 -0.66 0.56
H 2.19 2.34 1.86
H 0.49 -0.25 -3.08
H -1.82 -1.91 -0.47
H -0.12 1.73 1.51
H 0.92 1.34 0.10
H -2.51 -0.44 -0.32

Here are the Löwdin charges for atoms 1 to 6, given in e: N 0.046; C -0.401; C -0.279; H 0.025; H 0.091; N -0.033

Run two
C3H11N2O in the gas phase, computed with ωB97M-V with the def2-TZVPD basis set.

Computed properties:
expectation value of S² = 0.75
2S+1 = 2

Geometry (Å):
H 1.40 0.52 1.53
H 0.54 -0.73 2.11
H -0.61 -1.25 -0.05
C -0.16 -0.27 0.06
H 1.55 -0.21 -1.16
C 0.92 -0.39 1.14
H 0.53 0.97 -1.56
H 0.23 -0.61 -2.08
N 0.54 -0.03 -1.26
H -3.00 0.57 -0.58
H 1.88 -2.05 0.45
O 2.02 -1.12 0.63
C -1.19 0.79 0.43
H -0.66 1.68 0.76
H -2.28 1.91 -1.08
H -1.85 0.27 1.17
N -2.10 0.99 -0.70

Here are the Löwdin charges for atoms 1 to 6, given in e: H 0.122; H 0.124; H 0.119; C -0.370; H 0.071; C -0.278

Which structure wins on stability? run two wins.

Run one
5 unconnected molecules or ions with the total composition CH14NO4, computed with ωB97M-V with the def2-TZVPD basis set.

Computed properties:
total charge = +1

Geometry (Å):
O -0.54 -4.24 -2.72
H -0.77 5.02 3.20
H 0.09 -4.98 -2.48
H 0.53 5.72 2.86
O 2.13 2.15 -1.50
H -1.31 -4.77 -2.69
H 2.00 2.50 -2.32
H 0.23 -1.30 0.11
N 0.53 -0.26 0.30
O 0.04 4.90 2.79
H 2.59 2.68 -0.89
H -0.73 1.02 1.68
H -2.17 -2.42 -0.82
C -0.55 0.02 1.41
H 1.61 -0.17 0.55
H 0.49 0.41 -0.42
O -1.25 -2.31 -0.71
H -0.35 -0.79 2.13
H -1.05 -2.93 -1.33
H -1.53 -0.25 0.83

Here are the Löwdin charges for atoms 1 to 6, given in e: O -0.045; H -0.011; H 0.096; H 0.039; O 0.007; H 0.033

Run two
5 unconnected molecules or ions with the total composition CH14NO4, computed with ωB97M-V with the def2-TZVPD basis set.

Computed properties:
total charge = +1

Geometry (Å):
H -1.40 3.06 1.12
H 2.03 0.75 -3.43
H -3.43 -0.24 -0.07
H -2.54 0.79 0.73
O -1.07 2.15 1.20
O 1.35 1.19 -0.13
H -0.20 2.19 0.79
C 0.54 -2.34 0.64
H 1.29 0.85 -1.05
H 0.62 0.25 -3.36
N 0.06 -0.98 1.04
H 2.09 1.81 -0.21
H 0.61 -0.21 0.61
O -2.53 -0.05 0.25
O 1.38 0.42 -2.81
H -0.92 -0.78 0.81
H 1.62 -2.42 0.73
H 0.19 -0.81 2.04
H 0.19 -2.67 -0.33
H 0.14 -2.97 1.43

Here are the Löwdin charges for atoms 1 to 6, given in e: H 0.069; H 0.064; H 0.078; H 0.024; O -0.057; O -0.066

Which structure wins on stability? run two wins.

Run one
2 unconnected molecules or ions with the total composition C2H4FNO2, computed with ωB97M-V with the def2-TZVPD basis set.

Computed properties:
SMILES = C=CF.O=NO

Geometry (Å):
H -1.32 0.14 -1.24
O 3.32 1.02 -0.32
O 4.31 -0.86 0.07
H 2.46 1.42 -0.13
H 0.00 -0.17 1.54
H -1.65 -1.20 -0.02
C -0.26 0.22 0.56
F 0.44 1.34 0.29
N 3.31 -0.25 0.24
C -1.12 -0.30 -0.28

Here are the Löwdin charges for atoms 1 to 6, given in e: H 0.064; O -0.006; O 0.031; H 0.065; H 0.109; H 0.058

Run two
C2H4FNO2 in the gas phase, computed with ωB97M-V with the def2-TZVPD basis set.

Computed properties:
SMILES = C[C@@H](F)[N+](=O)[O-]

Geometry (Å):
F -1.87 -0.79 1.08
C 0.07 0.48 0.17
H -0.67 1.33 0.49
C -1.10 -0.71 0.00
H 0.63 0.36 -0.70
N -2.00 -0.15 -1.04
H -0.72 -1.70 -0.42
H 0.69 0.36 1.04
O -3.00 0.45 -0.66
O -1.70 -0.21 -2.24

Here are the Löwdin charges for atoms 1 to 6, given in e: F 0.058; C 0.038; H 0.125; C -0.282; H 0.049; N -0.373

Which structure wins on stability? run one wins.

Run one
A molecular structure, C2H6N2S, computed with ωB97M-V with the def2-TZVPD basis set.

Geometry (Å):
H -2.59 0.36 1.07
S 1.50 0.52 -2.42
H -1.50 1.36 1.61
C -1.55 0.31 1.16
H -1.41 -0.51 2.00
H 1.91 -1.47 -1.19
C 0.35 -0.53 0.08
N 1.17 -0.37 -0.99
H 0.45 -1.68 0.54
H 2.38 1.74 -1.99
N -0.71 0.26 0.12

Here are the Löwdin charges for atoms 1 to 6, given in e: H 0.042; S 0.610; H 0.097; C -0.254; H 0.104; H 0.206

Run two
C2H6N2S in the gas phase, computed with ωB97M-V with the def2-TZVPD basis set.

Computed properties:
SMILES = [H]/N=C(/N)SC

Geometry (Å):
S -0.82 -1.21 -0.27
H 1.83 0.81 -0.05
N 0.84 0.84 -0.22
H 1.82 -1.98 0.47
N 2.00 -0.99 0.09
H -1.97 0.52 -0.85
H 0.41 1.29 -1.11
H -2.55 -0.05 1.00
C -1.58 0.21 0.21
H -0.79 0.99 0.84
C 0.81 -0.42 -0.09

Here are the Löwdin charges for atoms 1 to 6, given in e: S 0.833; H 0.094; N -0.001; H 0.059; N 0.035; H 0.040

Run three
C2H6N2S in the gas phase, computed with ωB97M-V with the def2-TZVPD basis set.

Computed properties:
SMILES = CNNC=S

Geometry (Å):
N -0.42 -0.41 0.28
H -2.09 1.60 0.32
C 0.61 0.26 -0.26
H 0.15 1.04 -0.96
H -0.19 -1.15 0.88
S 2.22 0.06 0.06
H -2.55 0.13 1.27
H -1.97 -1.35 -0.49
N -1.60 -0.43 -0.47
H -3.43 0.49 -0.32
C -2.49 0.45 0.21

Here are the Löwdin charges for atoms 1 to 6, given in e: N -0.131; H 0.134; C -0.745; H 0.098; H 0.114; S 0.550

Which structure wins on stability? run three wins.

Run one
A molecular structure, C36H36Cl2N3O2OsS4Te, computed with ωB97M-V with the def2-TZVPD basis set.

Computed properties:
expectation value of S² = 8.82
2S+1 = 6

Geometry (Å):
S -3.12 -7.71 0.81
H 5.76 3.25 -1.67
H 0.99 3.68 1.39
H -2.64 1.47 -1.67
H -4.95 6.38 1.06
C -1.14 -1.76 2.65
H 0.06 2.87 2.65
H -4.64 -0.16 2.19
S -3.80 -6.72 -1.90
H -1.00 -0.59 4.44
O -0.41 -0.01 -2.24
C -1.61 3.03 0.33
C -1.14 3.98 1.24
H 5.06 3.22 -3.28
C -3.89 6.60 0.97
C 3.62 3.04 -1.70
H 2.44 -2.64 3.44
C 2.43 1.71 -0.06
H 0.29 4.62 2.70
C 3.74 -1.70 -2.56
C 3.61 2.23 -0.58
H -1.26 -2.38 -3.66
H 1.21 -4.80 -0.06
H 5.18 -5.29 1.46
C -2.54 -6.12 0.39
H -3.81 -1.80 0.54
C -3.20 -1.53 1.39
C 1.68 -3.63 1.69
H -0.65 2.29 -2.78
Cl 4.54 -0.15 -2.90
C 0.12 3.78 2.03
C 2.49 0.80 1.13
H -1.55 5.87 2.14
C -1.63 -0.84 3.59
H 1.91 -0.11 0.98
Os -0.98 -3.29 0.23
H 0.27 -1.57 -4.05
N 0.42 -3.03 1.72
H 3.51 0.50 1.34
N -0.56 -1.84 -0.89
H -4.19 1.63 -0.84
Te -0.54 1.21 0.08
H -0.69 3.87 -1.99
H 3.05 -1.89 -3.38
C 3.91 -3.93 2.54
C -3.66 -0.60 2.32
H 4.67 -3.69 3.28
H 4.55 1.97 -0.10
C -2.81 3.20 -0.35
C 2.67 -3.33 2.64
C 1.97 -4.54 0.68
C 1.20 2.85 -1.84
H 0.17 3.67 -3.52
C -1.90 5.13 1.44
S -2.41 -4.12 -1.42
C 4.91 3.57 -2.26
H -3.79 2.69 -2.19
Cl 2.83 -1.67 -1.05
H 2.09 1.28 2.03
C -3.93 -8.06 -0.74
N 0.13 -2.26 2.77
H -4.47 4.51 -0.65
C 3.22 -5.13 0.59
C -3.09 5.34 0.76
H 2.41 3.95 -3.21
H -3.57 7.12 1.87
C 1.23 2.04 -0.70
C -0.26 -2.13 -3.28
H 3.42 -5.84 -0.20
H 4.50 -2.46 -2.49
H 4.90 4.67 -2.29
H 0.25 -3.06 -3.05
H -3.76 7.28 0.13
S -1.64 -5.23 1.52
H -3.24 0.45 4.14
C -0.41 -1.26 -2.06
C -2.87 -0.26 3.42
C -3.54 4.37 -0.12
O -4.50 -9.08 -0.97
C -3.38 2.19 -1.31
C -1.94 -2.10 1.54
C -0.07 3.19 -2.57
C 4.20 -4.83 1.52
C 2.41 3.33 -2.32
C -2.87 -5.66 -0.87

Here are the Löwdin charges for atoms 1 to 6, given in e: S 0.991; H 0.077; H 0.071; H 0.028; H 0.081; C -0.353

Run two
A molecular structure, C36H36Cl2N3O2OsS4Te, computed with ωB97M-V with the def2-TZVPD basis set.

Computed properties:
expectation value of S² = 8.79
2S+1 = 6

Geometry (Å):
C 1.16 1.98 0.87
C -3.02 1.75 3.35
Cl -3.46 -1.17 4.28
C 1.47 0.06 4.39
N -0.97 1.20 4.49
C 2.13 -2.00 -2.18
C -4.34 0.24 -0.52
S -3.68 1.72 -2.63
C 0.70 -0.36 -5.93
H -4.10 3.76 6.50
H 3.42 -0.39 5.15
C 2.10 1.39 -5.16
C 1.71 0.56 -6.20
H 1.22 2.82 0.17
H -2.87 -3.02 -0.74
C -0.99 -1.52 -4.58
H 0.35 -0.99 -6.74
H 3.51 1.25 1.88
H 0.06 -1.43 1.70
S -5.19 -0.66 -1.78
N -0.73 0.44 3.43
S -2.78 2.40 0.14
H 3.04 1.46 -7.63
H 6.21 -0.63 0.54
C -4.75 0.38 -3.13
C -1.47 -1.45 -0.44
C 0.57 0.30 -3.62
H -1.31 -3.52 -0.07
H 1.54 0.83 -8.32
H -4.25 -3.29 3.63
H 1.18 2.69 -2.28
C 0.12 -0.51 -4.68
H 1.06 -2.13 -2.29
Os -2.32 0.46 1.92
C 0.79 -1.19 2.45
H 5.64 0.21 2.00
H 4.34 -2.03 -0.71
H 2.58 -2.98 -2.01
C -3.53 -2.94 4.37
C 0.50 -0.22 3.42
C 1.63 -0.01 -0.63
H 1.49 2.34 1.85
O -5.12 0.22 -4.26
C 2.31 0.66 -7.57
C -2.08 -2.75 -0.03
H 2.48 3.15 -3.36
H -0.99 -2.05 -3.64
C 5.42 -0.60 1.30
Cl -1.96 -3.66 4.00
Te -0.20 0.50 -1.59
C 4.09 -0.40 0.64
C -4.21 2.47 3.37
C -2.58 2.54 5.63
H -3.82 -3.22 5.37
C 2.01 0.83 0.42
H 1.25 0.80 5.14
H -1.96 -1.02 -4.69
H 0.12 1.69 0.96
C -3.79 3.21 5.62
S -4.45 -0.31 1.09
C 2.01 -1.86 2.46
H 5.45 -1.54 1.84
C -3.65 1.35 -0.91
H -2.48 -2.68 0.97
C 2.01 2.30 -2.87
H 2.81 -0.28 -7.83
C 2.47 -1.06 -1.05
O -1.04 -1.37 -1.71
N -1.24 -0.43 0.28
H 2.74 1.86 -2.19
C -2.17 1.83 4.49
C 3.68 -1.23 -0.39
C 2.96 -1.57 3.42
C 1.54 1.29 -3.90
H -5.53 3.74 4.48
H -1.94 2.53 6.50
C 3.23 0.61 1.05
H 2.21 -2.60 1.70
H -0.91 -2.24 -5.39
H 2.52 -1.61 -3.12
H 2.86 2.15 -5.33
H 3.91 -2.09 3.42
C 2.68 -0.61 4.39
H -4.85 2.47 2.50
C -4.60 3.19 4.49

Here are the Löwdin charges for atoms 1 to 6, given in e: C -0.070; C -0.402; Cl 0.579; C -0.030; N 0.024; C -0.035

Which structure wins on stability? run one wins.